Below is 3 unconnected molecules or ions with the total composition C10H21BO10P, with properties calculated with ωB97M-V/def2-TZVPD.

Geometry as ORCA input:
```
! RIJCOSX wB97M-V def2-TZVPD def2/J DEFGRID3
* xyz -1 1
P 3.59 -1.86 0.69
O 2.13 -1.84 5.15
O -0.75 -2.96 1.80
O 0.72 -3.20 3.70
O 3.24 -3.34 0.20
O -0.29 4.04 -2.97
O 1.57 3.37 -4.13
O -4.43 -1.37 -0.32
O -4.82 0.23 -1.77
O -3.27 0.61 -0.12
O 0.57 1.91 -2.84
C 1.66 4.69 -4.68
C -4.09 -0.10 -0.68
C -3.73 -1.86 0.82
C 0.05 -2.34 2.71
C 0.53 3.19 -3.29
C -0.48 1.57 -1.94
C 2.04 -2.69 4.09
C -4.57 1.54 -2.27
C 0.11 -0.70 2.63
C 3.47 -3.09 3.37
B 4.11 -1.82 2.55
H 3.68 -0.84 3.04
H 2.43 -1.01 0.48
H 4.24 -3.34 4.25
H 3.42 -4.06 2.71
H -0.87 -0.35 2.06
H 5.30 -1.76 2.61
H -2.65 -1.90 0.63
H 0.77 4.92 -5.27
H -0.42 2.19 -1.03
H 1.01 -0.29 2.00
H 1.81 5.43 -3.89
H -4.08 -2.88 1.02
H -3.95 -1.24 1.70
H -0.35 0.53 -1.65
H 0.09 -0.19 3.69
H -5.21 1.71 -3.14
H -1.46 1.68 -2.42
H 2.53 4.72 -5.34
H -3.53 1.64 -2.58
H 4.68 -1.26 -0.06
H -4.82 2.30 -1.51
*
```

Output
Frontier orbital gap   7.2926 eV